Record 1
{"formula": "C22H21BFO8S", "method": "wB97M-V/def2-TZVPD", "total_energy_ev": -53761.430, "gap_ev": 3.576, "total_charge": -1, "symbols": ["C", "O", "C", "B", "S", "C", "C", "O", "F", "H", "H", "H", "H", "H", "H", "H", "H", "H", "C", "C", "C", "O", "C", "C", "C", "O", "H", "H", "H", "H", "C", "C", "C", "O", "C", "C", "C", "O", "H", "H", "H", "H", "C", "C", "C", "O", "C", "C", "C", "O", "H", "H", "H", "H"], "positions_angstrom": [[0.693, 1.666, -0.437], [0.971, 2.355, -1.648], [0.713, 1.515, -2.810], [2.029, 1.611, -3.817], [2.585, 3.451, -3.859], [3.244, 0.740, -3.100], [3.523, -0.636, -3.687], [4.247, -1.385, -3.173], [2.971, -1.054, -4.878], [1.094, 2.278, 0.391], [1.173, 0.666, -0.440], [-0.421, 1.571, -0.373], [0.511, 0.469, -2.495], [-0.172, 1.967, -3.311], [1.769, 1.243, -4.930], [3.656, 3.507, -3.016], [4.175, 1.325, -3.183], [3.024, 0.643, -2.023], [-2.410, 1.738, 3.822], [-2.282, 1.697, 2.497], [-2.099, 0.411, 1.782], [-1.981, 0.374, 0.578], [-2.064, -0.826, 2.600], [-2.192, -0.783, 3.924], [-2.376, 0.502, 4.637], [-2.495, 0.541, 5.847], [-2.543, 2.667, 4.361], [-2.305, 2.590, 1.885], [-1.930, -1.756, 2.061], [-2.169, -1.676, 4.536], [-4.278, -0.516, 8.915], [-3.696, -1.605, 8.418], [-3.503, -2.819, 9.246], [-2.971, -3.812, 8.796], [-3.984, -2.774, 10.648], [-4.566, -1.686, 11.145], [-4.759, -0.471, 10.316], [-5.292, 0.521, 10.769], [-4.426, 0.379, 8.324], [-3.340, -1.653, 7.397], [-3.835, -3.671, 11.237], [-4.923, -1.634, 12.166], [3.252, 0.506, -9.941], [3.774, -0.598, -10.469], [3.949, -1.829, -9.662], [4.428, -2.835, -10.149], [3.520, -1.784, -8.247], [2.997, -0.681, -7.712], [2.821, 0.553, -8.520], [2.345, 1.560, -8.046], [3.117, 1.415, -10.515], [4.092, -0.650, -11.503], [3.656, -2.693, -7.674], [2.681, -0.636, -6.678]], "atomic_forces_ev_per_a": [[-0.594, 0.605, -0.818], [0.213, -1.068, 0.723], [0.185, 0.944, -0.734], [-0.116, -0.462, 1.355], [0.571, 0.900, -0.407], [-0.877, 0.334, -1.382], [-0.516, 2.111, 0.685], [1.700, -2.437, 0.905], [-0.284, 0.482, 0.431], [-0.215, -0.274, -0.218], [-0.262, 0.294, 0.220], [0.925, -0.197, 0.377], [-0.131, 0.439, -0.128], [0.119, -0.571, 0.295], [-0.046, 0.008, -0.257], [-0.597, -0.254, -0.221], [-0.083, -0.561, -0.043], [0.301, -0.320, -0.404], [0.000, 0.051, -0.082], [-0.032, 0.104, 0.123], [0.043, 0.009, -0.187], [-0.309, -0.166, 0.178], [0.025, -0.090, 0.137], [-0.002, -0.054, -0.076], [0.015, 0.024, 0.080], [-0.066, -0.062, -0.012], [0.007, -0.025, 0.037], [0.033, -0.037, -0.047], [0.014, 0.032, -0.043], [0.004, 0.022, 0.027], [0.025, -0.023, -0.089], [-0.036, 0.064, -0.048], [0.067, -0.075, -0.096], [-0.044, 0.038, 0.050], [-0.052, 0.036, 0.123], [0.036, -0.125, 0.035], [-0.045, 0.140, -0.005], [0.020, -0.077, 0.006], [0.025, 0.009, 0.014], [0.039, 0.033, 0.019], [0.022, -0.017, -0.038], [-0.013, 0.045, -0.012], [0.067, -0.044, -0.146], [-0.028, 0.116, -0.056], [0.051, -0.168, 0.108], [-0.021, 0.067, -0.058], [-0.033, 0.110, -0.018], [-0.077, -0.070, -0.075], [-0.036, 0.062, 0.145], [0.000, -0.043, -0.169], [-0.014, 0.023, 0.042], [0.016, -0.049, 0.009], [0.016, -0.001, -0.007], [-0.010, 0.167, -0.250]], "lowdin_charge": [-0.14, -0.30, -0.25, -0.87, 0.60, -0.12, -0.47, 0.13, 0.02, 0.08, 0.08, 0.07, 0.09, 0.09, 0.04, -0.19, 0.08, 0.10, 0.02, 0.03, -0.38, 0.11, 0.03, 0.01, -0.39, 0.08, 0.12, 0.13, 0.12, 0.12, 0.03, 0.02, -0.39, 0.10, 0.02, 0.02, -0.39, 0.10, 0.12, 0.11, 0.12, 0.12, 0.02, 0.00, -0.40, 0.08, 0.02, 0.04, -0.37, 0.13, 0.12, 0.11, 0.12, 0.09]}

***

Record 2
{"formula": "C35H39AsBrCdN3O9P3SSe2", "method": "wB97M-V/def2-TZVPD", "total_energy_ev": -364675.460, "gap_ev": 5.912, "total_charge": -1, "de_lowest_kj_mol": 0.0, "symbols": ["Cd", "C", "C", "O", "P", "O", "O", "O", "P", "O", "O", "O", "H", "H", "H", "H", "H", "H", "H", "Se", "P", "Se", "C", "C", "C", "C", "C", "C", "C", "C", "C", "C", "C", "C", "H", "H", "H", "H", "H", "H", "H", "H", "H", "H", "C", "C", "N", "C", "C", "C", "C", "C", "C", "C", "C", "N", "C", "N", "H", "H", "H", "H", "H", "H", "H", "H", "H", "Br", "C", "C", "C", "C", "C", "C", "C", "O", "O", "H", "H", "H", "H", "C", "As", "C", "C", "S", "H", "H", "H", "H", "H", "H", "H", "H", "H"], "positions_angstrom": [[12.689, 12.104, 13.125], [15.465, 10.493, 17.161], [14.671, 11.080, 15.976], [15.203, 10.543, 14.801], [12.796, 10.778, 16.355], [12.612, 11.567, 17.601], [12.642, 9.223, 16.737], [11.971, 11.139, 15.120], [14.752, 12.953, 15.925], [16.311, 13.294, 15.885], [14.251, 13.423, 17.340], [14.036, 13.452, 14.679], [15.495, 9.428, 17.017], [14.960, 10.744, 18.085], [16.479, 10.880, 17.148], [14.986, 11.102, 13.966], [13.435, 12.757, 17.579], [12.369, 8.650, 15.950], [16.513, 14.025, 15.281], [8.501, 11.943, 12.866], [9.238, 13.997, 12.499], [11.463, 14.156, 12.179], [8.295, 14.791, 11.144], [7.953, 13.921, 10.108], [7.362, 14.453, 8.967], [7.161, 15.828, 8.818], [7.418, 16.668, 9.903], [8.062, 16.180, 11.037], [8.844, 15.069, 13.924], [7.800, 14.709, 14.755], [7.533, 15.532, 15.885], [8.414, 16.520, 16.286], [9.548, 16.740, 15.534], [9.751, 16.054, 14.336], [8.138, 12.842, 10.204], [7.022, 13.768, 8.207], [6.704, 16.197, 7.881], [7.105, 17.713, 9.896], [8.356, 16.867, 11.815], [7.160, 13.841, 14.488], [6.606, 15.379, 16.362], [8.168, 17.152, 17.138], [10.258, 17.555, 15.756], [10.588, 16.282, 13.663], [11.264, 7.641, 13.075], [11.487, 9.015, 13.069], [12.667, 9.547, 12.696], [13.653, 8.718, 12.325], [13.498, 7.290, 12.333], [12.235, 6.784, 12.695], [14.572, 6.370, 12.142], [15.897, 6.675, 11.917], [16.413, 7.682, 11.040], [17.715, 8.122, 11.178], [18.172, 9.097, 10.299], [17.448, 9.501, 9.264], [16.214, 8.967, 9.170], [15.648, 8.153, 10.036], [10.314, 7.226, 13.418], [10.777, 9.696, 13.487], [14.632, 9.169, 12.139], [12.019, 5.729, 12.591], [14.284, 5.309, 12.202], [16.697, 6.059, 12.398], [18.349, 7.749, 11.981], [19.140, 9.552, 10.385], [15.586, 9.343, 8.372], [19.275, 15.962, 10.145], [18.529, 14.552, 11.194], [19.372, 13.758, 12.000], [18.839, 12.767, 12.844], [17.506, 12.401, 12.727], [16.691, 13.131, 11.873], [17.179, 14.235, 11.157], [15.220, 12.804, 11.831], [14.476, 13.593, 11.219], [14.836, 11.693, 12.448], [20.429, 13.955, 12.030], [19.484, 12.226, 13.535], [17.137, 11.533, 13.255], [16.422, 14.867, 10.679], [12.254, 13.385, 8.349], [11.383, 11.649, 8.090], [9.737, 11.796, 6.972], [12.695, 10.570, 6.946], [11.018, 11.161, 10.084], [12.490, 13.807, 7.364], [13.139, 13.231, 8.985], [11.587, 14.058, 8.870], [10.003, 12.246, 6.032], [9.016, 12.400, 7.530], [9.327, 10.815, 6.773], [13.677, 10.970, 7.165], [12.532, 10.772, 5.900], [12.640, 9.482, 7.152]], "atomic_forces_ev_per_a": [[-0.138, -0.344, 0.287], [-0.385, 0.766, -0.609], [-0.741, 0.507, 0.772], [-0.433, 0.532, -1.483], [0.848, 0.635, -2.176], [-0.527, 0.294, 0.942], [-0.602, -1.270, -1.591], [0.737, -0.578, 0.634], [-1.057, -0.620, -0.721], [0.126, 0.390, 0.014], [-0.348, -0.349, -0.650], [0.862, -0.380, 1.408], [-0.009, -0.549, 0.066], [0.128, -0.059, 0.241], [0.182, 0.059, 0.087], [0.541, -0.876, 1.254], [0.629, 0.361, -0.126], [0.566, 1.341, 1.463], [-0.115, -0.260, 0.008], [0.393, 1.160, -0.259], [0.194, -1.182, 0.764], [-0.903, 0.451, -0.429], [0.985, 0.038, -0.287], [-0.340, 0.376, -0.187], [0.179, 0.142, -0.018], [-0.733, -0.316, 0.076], [0.204, 0.208, -0.142], [-0.298, -1.054, -0.308], [0.949, -0.669, 0.551], [-0.888, 0.800, 0.571], [0.613, -0.940, -1.423], [-0.544, -0.010, 0.041], [0.996, 0.876, -1.049], [-0.248, 0.242, -0.209], [-0.097, 0.523, 0.061], [0.091, -0.006, -0.347], [0.252, -0.094, 0.740], [0.312, -0.186, -0.248], [-0.054, -0.078, 0.249], [0.449, 0.797, 0.292], [-0.791, -0.197, 0.895], [0.172, -0.200, -0.085], [-0.436, -0.567, 0.196], [-0.237, -0.065, 0.611], [-1.554, 0.769, 0.572], [0.938, -0.487, 0.153], [-0.019, -0.435, -0.107], [-0.332, -0.792, 0.735], [-1.151, 1.552, -0.502], [1.504, -0.174, -1.058], [1.925, -0.427, -0.540], [-0.894, -1.626, 0.855], [0.149, 1.193, -0.159], [0.810, 0.455, 0.152], [-0.492, -0.543, -0.202], [-0.547, -0.114, -0.330], [0.476, 0.759, 0.782], [-0.140, -0.484, -0.190], [0.101, 0.391, -0.167], [-0.478, 0.386, -0.100], [-0.565, -0.016, -0.055], [0.196, -0.177, 0.311], [0.376, 0.388, 1.004], [-0.896, -0.067, -0.935], [-0.133, 0.115, -0.120], [0.398, 0.068, 0.200], [0.046, -0.143, -0.177], [-0.220, -0.247, 0.230], [0.146, -1.323, 0.608], [-0.578, 0.332, 0.390], [0.445, 0.195, -0.819], [0.468, 0.133, -0.299], [-0.025, -0.085, 0.389], [-0.542, 0.421, 0.158], [-1.093, -0.248, -0.281], [0.533, -1.211, 0.870], [0.198, 1.852, -1.035], [0.245, 0.157, 0.005], [-0.015, 0.151, -0.254], [-0.237, 0.171, 0.156], [0.465, -0.360, -0.141], [0.097, -0.211, -1.203], [0.474, -0.069, 0.316], [0.716, 0.134, 0.745], [-0.751, 0.203, 0.873], [-0.303, -0.887, -0.459], [0.295, 0.118, 0.236], [-0.288, -0.088, -0.310], [-0.322, -0.074, 0.190], [0.034, 0.383, -0.408], [0.212, -0.080, -0.138], [0.032, -0.276, 0.200], [0.227, -0.094, 0.356], [-0.368, 0.002, -0.403], [-0.050, 0.760, 0.026]], "lowdin_charge": [1.25, -0.07, -0.58, -0.11, 0.36, -0.28, -0.14, -0.42, 0.48, -0.12, -0.18, -0.38, 0.07, 0.07, 0.07, 0.03, 0.04, 0.10, 0.09, 0.14, 0.20, 0.21, -0.38, -0.13, -0.10, -0.09, -0.10, -0.07, -0.44, -0.11, -0.08, -0.11, -0.09, -0.13, 0.05, 0.09, 0.10, 0.10, 0.10, 0.06, 0.08, 0.10, 0.11, 0.05, -0.07, -0.15, 0.02, -0.04, -0.19, -0.04, -0.04, -0.04, -0.33, -0.01, -0.13, 0.08, -0.19, 0.14, 0.11, 0.06, 0.11, 0.11, 0.11, 0.12, 0.11, 0.10, 0.10, 0.69, -0.67, -0.13, -0.07, -0.03, -0.13, -0.06, -0.57, -0.06, -0.22, 0.08, 0.10, 0.11, 0.12, -0.29, 0.67, -0.24, -0.23, 0.00, 0.02, 0.02, 0.00, 0.01, 0.00, 0.02, 0.01, 0.00, 0.03]}

***

Values for LUMO, eV, ordered as above
-0.41; 1.05